Record 1
Entry from the Open Molecules 2025 dataset: C31H50F30N8O21S10 as an isolated structure in a non-equilibrium geometry (wB97M-V/def2-TZVPD).

The geometry in XYZ format:
```
150
Properties=species:S:1:pos:R:3:lowdin_charge:R:1
C 7.591 2.177 2.020 0.05
N 8.870 3.061 1.926 -0.34
C 9.209 3.403 0.479 0.03
C 8.496 4.323 2.612 -0.03
C 10.096 2.419 2.565 -0.06
C 10.561 0.956 2.096 -0.23
O 11.671 0.605 2.843 -0.03
H 7.929 1.166 1.793 0.09
H 6.974 2.593 1.224 0.10
H 7.065 2.175 2.975 0.12
H 9.340 2.453 -0.040 0.11
H 10.069 4.032 0.251 0.12
H 8.284 3.826 0.087 0.10
H 7.680 4.847 2.113 0.11
H 9.261 5.091 2.493 0.11
H 8.207 4.330 3.663 0.12
H 9.950 2.353 3.644 0.14
H 10.878 3.159 2.399 0.13
H 10.964 0.988 1.084 0.12
H 9.940 0.066 2.197 0.13
H 12.364 1.227 2.610 0.09
C 22.147 1.035 -3.424 -0.08
C 21.588 -0.045 -4.413 -0.22
C 20.305 -0.742 -3.906 -0.04
N 19.775 -1.848 -4.951 -0.21
C 19.034 -1.262 -6.155 0.02
C 18.780 -2.755 -4.212 -0.15
C 19.484 -3.709 -3.348 -0.16
C 20.875 -3.757 -3.925 -0.12
C 20.649 -2.998 -5.266 -0.12
H 22.989 1.586 -3.842 0.07
H 22.427 0.570 -2.479 0.08
H 21.378 1.775 -3.201 0.08
H 22.297 -0.798 -4.757 0.10
H 21.294 0.528 -5.293 0.10
H 19.537 -0.001 -3.685 0.15
H 20.635 -1.352 -3.065 0.11
H 18.788 -2.057 -6.858 0.10
H 19.563 -0.578 -6.818 0.10
H 18.119 -0.694 -5.986 0.12
H 18.248 -3.204 -5.051 0.14
H 18.060 -2.185 -3.625 0.15
H 18.972 -4.656 -3.173 0.15
H 19.514 -3.082 -2.457 0.12
H 21.171 -4.779 -4.162 0.13
H 21.544 -3.310 -3.190 0.12
H 20.070 -3.556 -6.002 0.14
H 21.643 -2.684 -5.584 0.13
C 22.414 6.294 2.239 -0.13
C 21.932 7.494 1.528 -0.25
C 21.547 7.082 0.097 -0.05
N 20.938 8.312 -0.728 -0.22
C 21.751 9.659 -0.642 0.05
C 19.404 8.623 -0.404 -0.04
C 18.776 9.262 -1.697 -0.15
C 19.645 8.884 -2.845 -0.16
C 20.660 7.968 -2.179 -0.15
H 23.247 5.690 1.879 0.09
H 21.605 5.564 2.193 0.09
H 22.655 6.612 3.253 0.10
H 22.886 7.990 1.708 0.12
H 21.040 7.887 2.015 0.13
H 20.747 6.358 -0.062 0.14
H 22.428 6.852 -0.501 0.13
H 21.362 10.556 -1.124 0.11
H 22.693 9.381 -1.114 0.09
H 22.123 9.767 0.377 0.09
H 19.373 9.181 0.532 0.13
H 18.974 7.645 -0.187 0.13
H 18.529 10.319 -1.600 0.12
H 17.786 8.833 -1.851 0.12
H 20.017 9.749 -3.395 0.12
H 19.014 8.278 -3.495 0.12
H 21.677 8.081 -2.556 0.12
H 20.419 6.915 -2.322 0.14
C 15.528 3.498 -0.653 -0.70
F 16.210 3.669 -1.799 0.10
F 15.248 4.641 -0.143 0.18
F 14.461 2.864 -1.115 0.13
S 16.543 2.338 0.551 0.67
O 16.361 0.968 -0.014 -0.34
O 17.866 2.785 0.410 -0.31
N 15.619 2.539 2.017 -0.30
S 16.464 3.454 2.890 0.54
O 17.451 2.636 3.603 -0.34
O 17.011 4.740 2.360 -0.38
C 15.209 4.056 4.286 -0.61
F 14.328 4.783 3.660 0.14
F 14.589 2.965 4.763 0.11
F 15.864 4.640 5.364 0.10
C 11.202 9.417 0.499 -0.59
F 11.716 8.205 0.153 0.09
F 10.286 9.231 1.485 0.10
F 12.129 10.274 0.881 0.15
S 10.318 10.156 -1.170 0.71
O 10.005 11.563 -0.851 -0.33
O 11.354 10.049 -2.207 -0.35
N 9.021 9.025 -1.376 -0.33
S 8.137 9.481 -2.558 0.55
O 7.192 10.571 -2.253 -0.34
O 8.782 9.635 -3.874 -0.34
C 6.983 7.926 -2.858 -0.59
F 7.736 6.846 -3.244 0.07
F 6.360 7.478 -1.747 0.09
F 6.063 8.175 -3.807 0.12
C 11.871 -2.505 -5.024 -0.62
F 13.062 -2.042 -5.445 0.10
F 11.516 -1.832 -3.903 0.12
F 10.887 -2.370 -5.969 0.10
S 12.167 -4.288 -4.602 0.66
O 13.379 -4.261 -3.726 -0.34
O 10.945 -4.711 -3.900 -0.32
N 12.360 -5.023 -6.104 -0.30
S 12.978 -6.369 -5.560 0.56
O 14.376 -6.189 -5.124 -0.36
O 12.160 -7.065 -4.571 -0.32
C 12.942 -7.452 -7.194 -0.60
F 13.916 -6.952 -8.008 0.08
F 13.272 -8.716 -6.958 0.14
F 11.692 -7.280 -7.689 0.11
C 11.526 9.212 10.662 -0.59
F 11.649 7.967 10.270 0.16
F 12.579 9.558 11.444 0.11
F 11.426 10.010 9.483 0.05
S 9.965 9.406 11.673 0.71
O 8.902 9.598 10.667 -0.34
O 9.917 8.240 12.527 -0.29
N 10.059 10.961 12.535 -0.30
S 8.756 10.960 13.276 0.52
O 7.624 10.099 12.907 -0.33
O 8.901 11.043 14.770 -0.37
C 8.167 12.758 12.822 -0.64
F 7.813 12.729 11.500 0.08
F 7.019 12.953 13.504 0.09
F 9.058 13.693 13.049 0.14
C 13.076 0.324 11.342 -0.69
F 14.038 0.364 10.417 0.13
F 13.564 -0.194 12.434 0.14
F 12.619 1.518 11.616 0.16
S 11.642 -0.834 10.686 0.67
O 10.609 0.045 10.280 -0.35
O 12.357 -1.571 9.625 -0.33
N 10.757 -1.527 12.095 -0.25
S 11.591 -2.911 12.110 0.52
O 13.017 -2.796 11.841 -0.35
O 11.148 -3.552 13.297 -0.33
C 10.823 -3.996 10.590 -0.63
F 10.002 -4.891 11.145 0.10
F 10.117 -3.262 9.720 0.09
F 11.706 -4.592 9.810 0.13
```

Summary:
E ... -10206.57318 Ha
Charge ... -2
HOMO level ... -4.954 eV
Relative energy (zero: lowest compared OMol25 entry of this formula, charge and spin) ... 303.93 kcal per mole
Multiplicity ... 1
Lowest unoccupied orbital energy ... 0.333 eV
M ... 1761.386 g/mol

---

Record 2
Entry from the Open Molecules 2025 dataset: one molecule with the formula C5H7N (wB97M-V/def2-TZVPD).

The geometry in XYZ format:
```
13
Properties=species:S:1:pos:R:3:nbo_charge:R:1
C 0.401 -1.219 0.015 -0.51
C 1.089 0.010 -0.546 -0.27
C 0.594 1.242 -0.391 -0.38
C -0.565 1.920 0.056 0.01
N -1.960 -0.467 0.136 -0.57
C -0.885 -0.843 0.705 0.13
H 1.062 -1.747 0.715 0.22
H 0.183 -1.928 -0.798 0.23
H 2.020 -0.136 -1.087 0.22
H 1.118 2.126 -0.809 0.28
H -0.359 2.368 1.052 0.13
H -1.854 -0.504 -0.884 0.33
H -0.883 -0.827 1.800 0.17
```

Summary:
E ... -249.28543 Ha
Charge ... 0
HOMO level ... -8.223 eV
Relative energy (zero: lowest compared OMol25 entry of this formula, charge and spin) ... 117.85 kcal per mole
Multiplicity ... 1
Lowest unoccupied orbital energy ... -0.234 eV
M ... 81.118 g/mol

---

Record 3
Entry from the Open Molecules 2025 dataset: an isolated ion of composition C5H11N2 and charge +1 in a non-equilibrium geometry (wB97M-V/def2-TZVPD).

The geometry in XYZ format:
```
18
Properties=species:S:1:pos:R:3:nbo_charge:R:1
H -3.307 1.416 0.016 0.38
N -2.320 1.294 0.002 -0.21
N -1.800 0.182 -0.070 0.07
C -2.599 -1.032 -0.063 -0.44
C -0.351 -0.046 -0.060 -0.17
C 0.556 0.948 -0.085 0.02
C 1.981 0.839 0.012 -0.52
C 2.567 -0.582 0.044 -0.66
H -3.707 -0.705 -0.140 0.25
H -2.381 -1.553 0.999 0.27
H -2.160 -1.649 -0.737 0.24
H 0.050 -1.002 0.033 0.24
H 0.017 1.838 -0.054 0.23
H 2.494 1.584 0.630 0.29
H 2.493 1.388 -0.792 0.29
H 2.264 -1.311 -0.785 0.23
H 2.497 -0.962 1.056 0.23
H 3.706 -0.646 -0.003 0.26
```

Summary:
E ... -306.23742 Ha
Charge ... +1
SMILES ... [H]/N=[N+](C)/C=C/CC
HOMO level (spin up / spin down) ... -14.311 / -14.312 eV
Relative energy (zero: lowest compared OMol25 entry of this formula, charge and spin) ... 91.65 kcal per mole
Multiplicity ... 1
Lowest unoccupied orbital energy (spin up / spin down) ... -5.731 / -5.731 eV
M ... 99.157 g/mol

---

Record 4
Entry from the Open Molecules 2025 dataset: C32H72AlF8N8O5P2 as an isolated structure in a non-equilibrium geometry (wB97M-V/def2-TZVPD).

The geometry in XYZ format:
```
128
Properties=species:S:1:pos:R:3:lowdin_charge:R:1
C 6.584 -6.416 2.587 -0.12
C 6.438 -5.813 1.177 -0.39
N 6.363 -4.356 1.166 -0.11
Al 4.716 -3.635 1.786 0.31
C 4.663 -3.664 3.820 -0.20
C 3.405 -4.333 4.436 -0.25
C 3.116 -3.768 5.857 -0.21
C 1.718 -3.150 5.992 -0.18
C 0.658 -4.210 6.313 -0.21
O -0.449 -3.669 7.035 -0.15
C -1.641 -3.677 6.288 -0.29
C -1.704 -2.553 5.247 -0.06
C 3.228 -4.769 0.941 -0.17
C 1.982 -3.901 0.858 -0.28
O 0.880 -4.464 0.085 -0.12
C 0.321 -5.606 0.640 -0.13
C -0.669 -5.343 1.766 -0.40
F -0.088 -4.945 2.920 0.13
F -1.235 -6.563 2.061 0.10
C -1.849 -4.424 1.377 -0.34
F -2.509 -5.001 0.347 0.14
F -2.703 -4.432 2.434 0.13
C -1.510 -2.926 1.097 -0.35
F -2.599 -2.217 1.522 0.11
F -0.474 -2.475 1.798 0.17
C -1.359 -2.583 -0.437 -0.27
F -2.349 -1.763 -0.851 0.08
F -0.204 -1.889 -0.575 0.09
C 4.642 -1.677 1.203 -0.11
C 3.827 -0.904 2.168 -0.55
O 2.644 -1.113 2.378 0.05
N 4.490 0.192 2.877 -0.18
C 4.127 1.405 2.122 -0.09
C 4.007 0.285 4.251 -0.11
H 5.608 -6.380 3.082 0.05
H 7.240 -5.778 3.180 0.06
H 6.907 -7.460 2.593 0.06
H 5.597 -6.247 0.635 0.08
H 7.350 -6.093 0.622 0.08
H 7.129 -3.970 1.710 0.03
H 5.537 -4.193 4.211 0.04
H 4.709 -2.625 4.162 0.02
H 3.668 -5.383 4.592 0.09
H 2.522 -4.262 3.799 0.07
H 3.841 -2.998 6.125 0.09
H 3.229 -4.553 6.612 0.10
H 1.448 -2.597 5.088 0.11
H 1.675 -2.422 6.809 0.11
H 1.090 -5.075 6.820 0.12
H 0.272 -4.560 5.348 0.10
H -2.464 -3.526 6.992 0.11
H -1.828 -4.649 5.818 0.11
H -1.124 -1.711 5.630 0.08
H -1.307 -2.854 4.280 0.04
H -2.724 -2.189 5.116 0.07
H 3.007 -5.595 1.633 0.05
H 3.533 -5.163 -0.032 0.06
H 2.245 -2.981 0.339 0.10
H 1.697 -3.598 1.865 0.08
H -0.263 -6.087 -0.150 0.14
H 1.037 -6.355 0.991 0.14
H -1.282 -3.477 -1.052 0.16
H 4.168 -1.534 0.225 0.07
H 5.627 -1.203 1.180 0.06
H 4.604 1.321 1.143 0.08
H 3.045 1.449 1.949 0.09
H 4.500 2.269 2.669 0.08
H 4.098 -0.684 4.737 0.06
H 4.586 1.045 4.780 0.08
H 2.951 0.581 4.323 0.08
O -5.948 3.672 -4.173 -0.29
P -5.224 2.373 -3.884 0.75
N -5.007 1.895 -5.525 -0.33
C -5.069 0.550 -6.044 -0.14
C -3.988 2.666 -6.220 -0.15
N -6.566 1.568 -3.114 -0.35
C -7.681 1.103 -3.926 -0.13
C -7.065 2.331 -1.974 -0.15
N -4.086 1.120 -3.293 -0.29
C -4.542 -0.161 -2.784 -0.14
C -3.078 1.672 -2.360 -0.12
H -4.168 -0.041 -5.818 0.08
H -5.176 0.587 -7.131 0.08
H -5.937 0.006 -5.680 0.05
H -2.973 2.314 -5.974 0.08
H -4.055 3.722 -5.951 0.06
H -4.126 2.604 -7.301 0.08
H -8.016 1.847 -4.659 0.09
H -8.529 0.849 -3.288 0.08
H -7.427 0.180 -4.449 0.05
H -7.691 3.176 -2.283 0.08
H -6.235 2.732 -1.384 0.07
H -7.647 1.683 -1.315 0.08
H -5.044 -0.088 -1.815 0.09
H -3.674 -0.814 -2.663 0.08
H -5.206 -0.665 -3.482 0.07
H -3.519 1.939 -1.392 0.08
H -2.624 2.572 -2.785 0.06
H -2.274 0.956 -2.189 0.08
O 0.244 5.352 -1.079 -0.28
P 0.019 6.343 -2.193 0.72
N -1.171 5.509 -3.094 -0.32
C -1.333 5.528 -4.528 -0.12
C -2.465 5.454 -2.431 -0.13
N 1.595 6.226 -2.925 -0.34
C 1.915 5.067 -3.748 -0.13
C 2.658 6.454 -1.950 -0.15
N -0.282 7.928 -2.957 -0.30
C 0.522 8.422 -4.060 -0.14
C -0.446 9.001 -1.959 -0.15
H -1.796 6.456 -4.897 0.09
H -1.975 4.696 -4.831 0.07
H -0.393 5.379 -5.053 0.05
H -3.023 6.395 -2.552 0.09
H -2.349 5.267 -1.362 0.08
H -3.070 4.638 -2.829 0.05
H 1.604 4.119 -3.292 0.09
H 2.990 5.019 -3.928 0.08
H 1.461 5.150 -4.736 0.05
H 2.837 5.577 -1.319 0.08
H 2.405 7.290 -1.290 0.07
H 3.586 6.715 -2.462 0.08
H 1.538 8.702 -3.765 0.08
H 0.027 9.309 -4.467 0.09
H 0.582 7.701 -4.871 0.07
H 0.502 9.253 -1.466 0.07
H -1.156 8.690 -1.187 0.08
H -0.849 9.905 -2.420 0.08
```

Summary:
E ... -3800.73541 Ha
Charge ... -1
HOMO level ... -4.486 eV
Multiplicity ... 1
Lowest unoccupied orbital energy ... 1.066 eV
M ... 889.893 g/mol